# 1
One molecule with the formula C9H10N2 at a distorted geometry, computed with ωB97M-V with the def2-TZVPD basis set.

Calculated values
SMILES: CC1=c2[nH]cnc2=C[C@@H]2C[C@H]12
Orbital gap in eV: 8.02
Relative energy (zero: lowest compared OMol25 entry of this formula, charge and spin) in kJ/mol: 267.0
Charge: 0

Last column: natural (NBO) charge in e.
Atoms and positions in Å:
1 C -1.3954 1.0229 1.7824  -0.642
2 C -0.6537 0.3419 0.7419  0.013
3 C 0.6684 0.2012 0.6172  0.076
4 N 1.7602 0.7990 1.2608  -0.585
5 C 2.8871 0.2615 0.7701  0.257
6 N 2.7367 -0.5655 -0.1919  -0.474
7 C 1.3424 -0.6656 -0.4330  0.100
8 C 0.7093 -1.3183 -1.4231  -0.189
9 C -0.7440 -1.2414 -1.5006  -0.261
10 C -1.3216 0.0467 -1.8517  -0.421
11 C -1.5274 -0.4716 -0.4656  -0.221
12 H -1.8827 1.9926 1.5819  0.221
13 H -0.6430 1.3265 2.5394  0.199
14 H -2.1064 0.3503 2.1238  0.222
15 H 1.6451 1.4116 1.9645  0.400
16 H 3.8483 0.5420 1.0610  0.194
17 H 1.1549 -1.8951 -2.2379  0.224
18 H -1.2588 -2.1885 -1.8782  0.223
19 H -0.6451 0.9057 -1.8457  0.226
20 H -2.1117 -0.0436 -2.6008  0.221
21 H -2.4628 -0.8126 -0.0145  0.218



# 2
C30H27Cl5N5O8RuSSe2 as an isolated structure at a distorted geometry, computed with ωB97M-V with the def2-TZVPD basis set.

Calculated values
2S+1: 6
Orbital gap (alpha / beta) in eV: 5.83 / 6.26
Relative energy (zero: lowest compared OMol25 entry of this formula, charge and spin) in kJ/mol: 187.3
Charge: -2

Last column: Mulliken spin population.
Atoms and positions in Å:
1 Ru -0.7514 -0.5264 -0.0422  2.894
2 C -1.1951 1.2598 7.7998  0.000
3 C -1.0287 1.5641 6.3371  0.003
4 C -1.4620 2.7744 5.8082  0.000
5 C -1.3237 3.0416 4.4564  0.001
6 C -0.7430 2.1043 3.6255  0.008
7 C -0.3090 0.8964 4.1359  -0.031
8 C -0.4490 0.6297 5.4861  -0.002
9 S -0.6458 2.3762 1.8399  0.002
10 O -1.1878 3.6983 1.5805  0.006
11 O 0.7182 2.1750 1.4323  -0.001
12 N -1.5319 1.1736 1.2564  0.068
13 C -2.8620 1.1232 1.2790  -0.037
14 C -3.6958 2.0667 1.9192  -0.006
15 C -5.0503 1.8479 1.9462  0.001
16 C -5.5728 0.6986 1.3540  0.002
17 C -4.6890 -0.1555 0.7168  0.013
18 N -3.3874 0.0443 0.6651  0.010
19 H -1.1715 2.1733 8.3914  0.000
20 H -0.4056 0.5943 8.1437  0.000
21 H -2.1510 0.7640 7.9775  0.000
22 H -1.9133 3.5124 6.4599  0.000
23 H -1.6508 3.9792 4.0332  0.000
24 H 0.1463 0.1748 3.4761  0.019
25 H -0.1065 -0.3182 5.8794  0.001
26 H -3.2461 2.9414 2.3552  0.000
27 H -5.7065 2.5587 2.4379  0.000
28 H -6.6323 0.4843 1.3814  0.000
29 H -5.0421 -1.0564 0.2222  0.002
30 C 3.7029 -2.7221 -0.6619  0.008
31 N 3.8828 -1.4506 -1.3065  0.014
32 C 2.8506 -0.6008 -1.6290  0.001
33 Se 1.0989 -1.1347 1.4243  1.179
34 N 3.4219 0.5678 -2.0780  0.003
35 C 4.7857 0.4509 -2.0845  -0.004
36 C 5.7979 1.3087 -2.4691  0.000
37 C 7.1051 0.8488 -2.3791  0.000
38 C 7.3868 -0.4298 -1.9220  0.000
39 C 6.3787 -1.2975 -1.5277  0.001
40 C 5.0754 -0.8444 -1.6028  0.010
41 H 2.8060 -2.6644 -0.0414  -0.002
42 H 4.5577 -2.9236 -0.0184  -0.002
43 H 3.5843 -3.5252 -1.3919  0.000
44 H 2.8485 1.3496 -2.3650  0.000
45 H 5.5877 2.3026 -2.8314  0.000
46 H 7.9147 1.5029 -2.6724  0.000
47 H 8.4169 -0.7551 -1.8827  0.000
48 H 6.6067 -2.2967 -1.1919  0.000
49 C -0.7376 3.3388 -2.8236  0.000
50 C -0.1797 2.0614 -2.2355  -0.004
51 N 0.8223 1.4810 -2.9195  -0.004
52 O -0.5680 1.6036 -1.1703  0.015
53 H 0.0669 3.9538 -3.2222  0.000
54 H -1.3007 3.8869 -2.0737  0.000
55 H -1.4051 3.0709 -3.6410  0.000
56 H 0.8864 1.5331 -3.9309  0.000
57 H 0.9817 0.5307 -2.5731  0.004
58 Cl 0.5586 -3.6384 -1.4347  0.000
59 C -0.7528 -2.9096 -2.2883  -0.140
60 C -1.1748 -1.6613 -1.9193  0.482
61 C -1.9762 -0.9945 -3.0164  -0.048
62 Cl -3.0197 0.3114 -2.2526  0.021
63 C -2.8884 -1.9318 -3.7597  0.260
64 Cl -4.2332 -1.2902 -4.5821  0.039
65 C -2.4780 -3.2114 -3.9613  -0.070
66 Cl -3.3714 -4.2642 -4.9839  -0.008
67 C -1.3358 -3.6943 -3.3052  0.332
68 Cl -0.7812 -5.2684 -3.6405  0.054
69 O 1.2098 -0.0367 -5.2455  0.000
70 Se 0.5314 -1.2442 -4.4066  0.001
71 O -1.1632 -0.3505 -3.9019  0.054
72 O 1.6596 -0.8478 -1.5774  -0.022
73 O 0.0436 -2.3189 -5.4900  0.010
74 C -1.6454 -3.4514 0.8590  -0.030
75 C -1.5716 -1.9730 1.1821  -0.098
76 O -1.9796 -1.5493 2.2327  -0.014
77 H -2.1234 -3.9741 1.6891  0.006
78 H -0.6343 -3.8317 0.7272  -0.003
79 H -2.2058 -3.6181 -0.0595  -0.001



> relative energy (zero: lowest compared OMol25 entry of this formula, charge and spin) of number 1 (C9H10N2)?

267.0 kJ/mol



> Among the records above, which one has the lowest charge?

C30H27Cl5N5O8RuSSe2



Please write out number 1 again, unchanged.
One molecule with the formula C9H10N2 at a distorted geometry, computed with ωB97M-V with the def2-TZVPD basis set.

Calculated values
SMILES: CC1=c2[nH]cnc2=C[C@@H]2C[C@H]12
Orbital gap in eV: 8.02
Relative energy (zero: lowest compared OMol25 entry of this formula, charge and spin) in kJ/mol: 267.0
Charge: 0

Last column: natural (NBO) charge in e.
Atoms and positions in Å:
1 C -1.3954 1.0229 1.7824  -0.642
2 C -0.6537 0.3419 0.7419  0.013
3 C 0.6684 0.2012 0.6172  0.076
4 N 1.7602 0.7990 1.2608  -0.585
5 C 2.8871 0.2615 0.7701  0.257
6 N 2.7367 -0.5655 -0.1919  -0.474
7 C 1.3424 -0.6656 -0.4330  0.100
8 C 0.7093 -1.3183 -1.4231  -0.189
9 C -0.7440 -1.2414 -1.5006  -0.261
10 C -1.3216 0.0467 -1.8517  -0.421
11 C -1.5274 -0.4716 -0.4656  -0.221
12 H -1.8827 1.9926 1.5819  0.221
13 H -0.6430 1.3265 2.5394  0.199
14 H -2.1064 0.3503 2.1238  0.222
15 H 1.6451 1.4116 1.9645  0.400
16 H 3.8483 0.5420 1.0610  0.194
17 H 1.1549 -1.8951 -2.2379  0.224
18 H -1.2588 -2.1885 -1.8782  0.223
19 H -0.6451 0.9057 -1.8457  0.226
20 H -2.1117 -0.0436 -2.6008  0.221
21 H -2.4628 -0.8126 -0.0145  0.218



> charge of number 1 (C9H10N2)?

0